Record 1
Density functional theory data (wB97M-V/def2-TZVPD) for a structure of composition C9H30CaN8O7 at a distorted geometry.

Output
Electronic energy: -54504.412 eV
Spin multiplicity: 1

```
55
Properties=species:S:1:pos:R:3:forces:R:3:mulliken_charge:R:1
Ca 0.013027 0.263609 -0.307044 0.057 -0.079 0.159 1.5638
C 3.852767 -5.118101 -0.423714 0.251 0.170 -1.834 -0.8853
C 3.410917 -4.158181 -1.610364 -1.813 0.249 1.813 -0.3885
O 2.289427 -3.369221 -1.246774 0.706 -0.262 -0.224 -0.7836
H 4.028767 -4.611031 0.524976 -0.219 -0.057 -0.076 0.2442
H 4.744987 -5.655141 -0.745614 0.666 0.224 0.133 0.3214
H 3.165887 -5.963411 -0.381894 -0.605 0.403 0.558 0.2413
H 3.121487 -4.819751 -2.426854 -0.098 -0.413 -0.423 0.1833
H 4.238197 -3.585461 -2.029514 0.496 0.330 0.307 0.2525
C -2.253073 5.035239 3.618396 0.291 -1.754 1.254 -1.0461
C -2.900663 3.944439 2.705516 1.700 1.807 0.146 -0.2711
O -2.114833 3.643709 1.679216 1.089 -0.973 -1.985 -0.7558
H -3.033523 5.033889 4.379316 0.011 1.333 0.463 0.3624
H -1.878683 5.968279 3.197236 -0.859 0.055 -0.305 0.3051
H -1.391753 4.617849 4.139946 0.342 -0.231 0.004 0.2330
H -3.787973 4.528269 2.460686 -1.284 -0.708 -0.531 0.1774
H -3.059903 3.068359 3.334186 -0.770 -0.126 0.538 0.2260
C 0.465977 -1.127271 4.818536 -1.467 0.750 0.098 -0.5538
O 1.049027 -0.857161 3.557656 0.947 -0.997 0.072 -0.4583
H 1.080267 -1.104321 5.718666 0.656 0.685 -0.305 0.2730
H -0.279053 -0.332021 4.793646 -0.268 -0.241 1.085 0.2138
H -0.027203 -2.093051 4.928706 -0.238 -0.197 -0.703 0.2434
H 1.694677 -1.556371 3.431766 0.335 0.035 -0.501 0.2814
C 0.618967 3.595669 -4.788444 0.503 -2.015 1.086 0.6153
O 0.704067 2.817169 -3.863314 -0.385 -0.800 1.236 -0.6336
N 0.586797 4.903159 -4.677154 -0.161 3.095 0.583 -0.3633
N 0.622957 3.230949 -6.058364 -0.050 -0.341 -2.329 -0.3594
H 0.595827 5.410319 -5.550534 -0.308 0.563 0.810 0.1494
H 0.257367 5.317299 -3.816884 0.261 0.064 -0.308 0.2400
H 0.681017 4.039219 -6.661214 -0.062 -1.195 -0.881 0.1325
H 0.688667 2.266579 -6.351254 0.156 0.481 0.017 0.2161
C -2.756773 -3.910111 1.721176 0.589 0.854 -0.495 0.6858
O -2.654413 -2.790971 1.343066 -0.153 4.176 -1.175 -0.6393
N -1.909363 -4.826521 1.435146 3.993 -3.873 -1.581 -0.3580
N -3.676173 -4.414861 2.463336 -4.820 -1.205 3.543 -0.3757
H -1.179933 -4.670171 0.754276 -0.055 -0.200 0.260 0.2174
H -2.076403 -5.727821 1.859246 0.892 0.038 -0.698 0.1216
H -4.376123 -3.847301 2.919446 0.236 -0.116 -0.204 0.2186
H -3.624833 -5.395531 2.699476 -0.465 0.515 0.182 0.1368
C 3.897027 3.462979 1.385576 2.218 -3.025 -2.073 0.5921
O 3.425037 2.522159 0.785566 -1.193 -0.851 -1.423 -0.6346
N 5.186317 3.749339 1.362686 5.414 0.846 -1.356 -0.4350
N 3.321397 4.154559 2.262406 -4.568 3.795 4.227 -0.3307
H 5.649657 4.549429 1.769226 -1.009 0.171 0.502 0.1834
H 5.830857 3.494919 0.627896 -0.838 -0.983 -0.214 0.2253
H 2.313037 4.190099 2.217196 0.069 0.001 0.474 0.2380
H 3.815597 4.866239 2.781426 -0.437 -0.126 -0.219 0.1734
C -3.302863 -2.006731 -3.684444 0.855 1.293 2.871 0.6086
O -2.614093 -1.141271 -3.149514 0.805 0.899 -0.266 -0.6736
N -4.281543 -2.524071 -2.979394 -2.529 -1.842 1.330 -0.3718
N -3.120783 -2.439021 -4.904334 0.736 -0.213 -3.529 -0.3978
H -4.356713 -2.302621 -1.996844 0.163 0.060 -0.309 0.2264
H -4.976923 -3.146771 -3.365144 0.242 0.175 0.016 0.1720
H -3.158973 -3.394781 -5.228624 -0.241 0.291 0.330 0.2137
H -2.557453 -1.784701 -5.428374 0.216 -0.534 -0.149 0.2268
```
Positions in Å, forces in eV/Å.



Record 2
Density functional theory data (wB97M-V/def2-TZVPD) for a cluster of 6 separate species, C9H30N2O5 in total at a distorted geometry.

Output
Electronic energy: -23033.875 eV
Spin multiplicity: 1

```
46
Properties=species:S:1:pos:R:3:forces:R:3:mulliken_charge:R:1
N -0.812093 0.735788 2.063098 0.307 0.564 0.915 -0.0286
H 0.035865 0.833441 1.523148 2.154 -0.556 -2.185 0.0034
H -1.390863 -0.043235 1.783347 -0.456 0.100 -0.338 0.2919
H -1.148752 1.683252 1.967911 -0.947 0.197 0.299 0.3688
H -0.443522 0.575846 2.989742 -0.094 0.064 0.700 0.4325
C 0.610481 2.034384 -2.516895 -1.108 0.110 2.133 -1.8166
C 0.275954 0.570113 -1.966030 1.699 0.100 0.100 1.5807
C 0.443267 -0.261981 -3.250073 -0.712 -0.244 1.185 -1.3724
C 0.371055 -1.746099 -2.920458 1.140 0.501 -0.984 -0.6513
C 1.453101 -2.129930 -1.889672 -0.068 -0.439 -1.389 -1.3848
C 1.452016 -1.346496 -0.577253 -1.751 -0.242 -0.775 1.6037
N 1.266710 0.102482 -0.865809 0.970 0.041 -1.086 0.4411
O 1.430074 0.930610 0.286994 -1.404 -0.393 -0.154 -0.9369
C 2.724638 -1.724493 0.195229 -0.047 0.726 -0.658 -1.8358
C 0.296775 -2.038145 0.203102 -0.474 -0.190 0.528 -1.6189
C -1.147593 0.491606 -1.411628 -0.873 1.018 -0.297 -1.3649
H 0.159561 2.300924 -3.472790 -0.104 -0.701 -0.232 0.3719
H 1.641493 2.387746 -2.532254 0.109 -0.677 0.232 0.3824
H 0.065264 2.662288 -1.812209 0.291 0.619 0.142 0.3809
H 1.347774 0.031557 -3.782804 0.462 -0.345 0.425 0.3991
H -0.323357 0.056282 -3.956538 -0.473 -0.169 0.094 0.4769
H 0.588321 -2.200958 -3.886901 0.074 -0.746 0.094 0.3789
H -0.625343 -2.094926 -2.649159 -0.041 0.245 0.247 0.2980
H 2.442435 -2.131675 -2.347199 0.141 0.657 -0.269 0.4386
H 1.310411 -3.202892 -1.761248 -0.067 -0.168 0.766 0.3911
H 2.613817 -1.465734 1.248257 0.242 -0.122 -0.049 0.2770
H 3.601108 -1.244536 -0.240131 -0.060 0.403 0.145 0.4740
H 2.897068 -2.786331 0.019507 -0.191 -0.194 0.462 0.4010
H 0.510151 -3.095725 0.358261 0.700 -0.028 0.578 0.4644
H -0.657003 -2.192475 -0.301467 -0.146 0.900 -0.457 0.3011
H 0.117754 -1.539823 1.155848 0.024 -0.153 0.133 0.2357
H -1.607731 -0.492680 -1.324667 0.530 -0.165 0.168 0.2591
H -1.881781 1.049328 -1.993018 0.048 0.141 -0.732 0.4912
H -1.236349 1.040558 -0.474155 0.461 -0.316 0.372 0.0343
O -0.050508 3.423402 2.008040 -0.256 0.080 0.212 -0.6074
H 0.149429 4.047613 2.705622 -0.077 0.169 0.197 0.2661
H 0.682549 3.502721 1.397659 0.331 -0.358 -0.494 0.3099
O -3.664833 2.349534 2.127497 0.228 0.043 0.247 -0.6292
H -3.724520 2.491551 1.182772 0.017 0.094 -0.311 0.3194
H -4.343080 1.700932 2.316007 -0.196 -0.145 0.028 0.2973
O 0.878513 0.250333 4.368358 -0.210 -0.054 0.039 -0.6138
H 0.804880 -0.043602 5.276332 -0.084 -0.129 0.229 0.2607
H 1.703676 0.734554 4.339034 0.288 0.154 -0.242 0.2946
O -2.754524 -1.109424 1.956863 -0.348 -0.174 -0.059 -0.6117
H -2.850394 -2.015183 1.662505 0.094 -0.293 -0.247 0.2690
H -3.211895 -1.080506 2.797226 -0.124 0.074 0.291 0.2773
```
Positions in Å, forces in eV/Å.



Record 3
Density functional theory data (wB97M-V/def2-TZVPD) for a structure of composition C9H30N7O7Tl at a distorted geometry.

Output
Electronic energy: -39251.721 eV
Net charge: +2
Spin multiplicity: 1

```
54
Properties=species:S:1:pos:R:3:forces:R:3:mulliken_charge:R:1
Tl -3.283470 2.364397 1.949403 0.030 0.043 -0.009 0.9910
O -0.914047 -0.647493 -1.359157 0.100 -0.241 -0.105 -0.4140
H -0.855303 -1.534283 -1.764978 0.017 0.177 0.160 0.3093
C 3.973258 2.863542 2.846089 2.583 1.233 -0.281 -1.5238
C 2.535916 2.988829 3.155031 -0.890 -1.853 0.265 0.4866
C 2.391785 3.664430 4.463885 -1.261 -0.348 -0.175 -0.9092
O 1.001077 3.722520 4.734856 0.721 -0.276 -0.450 -0.2316
C 0.790720 4.256277 5.992437 -1.634 0.639 0.575 -0.7687
N 1.762054 3.567026 2.074740 0.866 -0.268 0.489 -0.5441
H 4.566026 2.437749 3.655670 -0.247 -0.566 -0.042 0.4060
H 4.393567 3.868808 2.816659 0.021 0.482 -0.052 0.4201
H 4.317597 2.482395 1.884703 -0.591 -0.620 0.040 0.3668
H 2.166060 1.975898 3.314034 -0.380 -0.175 -0.033 0.2412
H 2.795492 4.676619 4.439280 0.375 0.046 0.361 0.4421
H 2.822988 2.960461 5.175630 0.576 0.635 0.493 0.3695
H 1.052010 3.607747 6.828634 0.428 -0.221 -0.036 0.3184
H -0.291048 4.383196 6.034388 -0.052 0.199 0.349 0.2380
H 1.248731 5.238865 6.105798 0.221 0.039 0.096 0.3247
H 1.925343 2.880315 1.352340 -0.378 0.325 -0.855 0.3207
H 2.307124 4.390796 1.863974 -0.421 0.675 -0.791 0.3288
C 3.789266 -2.511172 -1.308649 0.405 0.346 -0.188 -0.4505
C 3.448379 -3.100772 0.064818 0.627 0.200 -0.686 -0.1884
O 2.064053 -3.263715 0.169927 -0.301 -0.571 0.169 -0.3822
O 3.278339 -1.184198 -1.458954 0.644 -0.296 0.272 -0.4043
H 3.428125 -3.100383 -2.151575 -0.393 -0.491 0.252 0.2828
H 4.873102 -2.532165 -1.422460 0.020 0.649 0.113 0.3265
H 3.808721 -2.425881 0.841200 0.109 0.310 0.014 0.2180
H 4.017765 -4.023401 0.177315 -0.600 -0.330 0.042 0.3308
H 1.680425 -2.495189 -0.258801 -0.414 0.020 0.325 0.2000
H 2.339419 -1.201613 -1.259641 -0.176 0.242 -0.321 0.2681
C -2.212650 -4.259218 -4.573810 0.680 -1.236 -2.421 0.7308
O -2.085411 -5.203414 -5.314953 0.180 -1.870 -0.771 -0.5044
N -1.530093 -3.168745 -4.708130 3.852 3.368 -1.370 -0.3765
N -3.055258 -4.097010 -3.641246 -4.366 -0.512 4.734 -0.2935
H -1.623709 -2.456401 -3.998274 0.508 0.097 -0.553 0.1121
H -0.657623 -3.296641 -5.200624 -0.026 0.606 -0.029 0.2534
H -2.854037 -3.303277 -3.049989 -0.892 -0.675 0.386 0.1101
H -3.633479 -4.859606 -3.318443 -0.011 0.266 0.004 0.2307
C -5.078867 -4.570861 1.727972 -0.208 2.886 -0.594 0.6942
O -5.163020 -3.307505 1.553385 0.301 -2.460 0.365 -0.6267
N -3.966187 -5.244200 1.786101 4.128 0.330 -0.262 -0.3747
N -6.093318 -5.383735 1.835365 -3.634 -0.208 -0.023 -0.4149
H -3.868474 -6.233740 1.963222 -0.112 0.387 -0.021 0.1982
H -3.159544 -4.678952 1.562655 0.252 -0.566 0.293 0.2085
H -5.987227 -6.365795 1.624619 -0.290 0.293 0.038 0.2282
H -6.956599 -4.907422 1.616358 -0.374 -0.639 0.191 0.2506
C -1.382024 4.724070 -4.361413 -0.383 -1.661 1.507 0.6977
O -1.729289 4.898477 -3.197565 0.115 0.294 0.464 -0.5982
N -1.027530 3.529796 -4.834110 0.228 -2.316 0.446 -0.3797
N -1.301477 5.591455 -5.302497 -0.349 4.318 -1.808 -0.3733
H -0.818164 2.881314 -4.088632 0.173 -0.463 -0.722 0.2328
H -0.626411 3.524892 -5.761029 0.343 -0.801 0.536 0.2049
H -1.484720 6.540500 -5.009502 -0.054 0.062 -0.700 0.2296
H -1.138359 5.336413 -6.266055 -0.064 0.499 0.319 0.1875
```
Positions in Å, forces in eV/Å.



Record 4
Density functional theory data (wB97M-V/def2-TZVPD) for a structure of composition C9H31BBaN3O14P2 at a distorted geometry.

Output
Electronic energy: -62906.009 eV
Net charge: +1
Spin multiplicity: 1

```
61
Properties=species:S:1:pos:R:3:forces:R:3:mulliken_charge:R:1
Ba 4.567750 -1.055139 -0.340247 -2.121 0.612 0.349 1.8789
B 2.028763 -0.849634 1.177329 0.156 -0.129 0.048 1.0333
H 1.908230 -1.400465 0.257381 -0.451 -2.336 -3.926 -0.3504
H 1.083804 -0.644729 1.656192 -3.267 0.563 1.555 -0.8660
H 2.675643 -1.418877 1.826743 2.878 -2.342 2.714 -0.0993
H 2.490089 0.093321 0.927787 2.206 3.963 -1.105 -0.3412
C 0.294518 -3.744094 -0.591798 0.917 0.716 -1.046 -0.6553
N -0.288133 -5.005455 -1.098006 -0.146 -1.457 2.676 0.9370
O -0.105512 -6.044290 -0.451888 0.379 1.116 -0.560 -0.5571
O -1.003252 -4.919760 -2.039142 -0.767 0.242 -1.696 -0.5283
H 1.099556 -3.904381 0.125369 -0.580 -0.139 0.149 0.2700
H -0.479783 -3.024527 -0.325731 -0.187 -0.512 0.498 0.2326
H 0.707294 -3.304869 -1.499986 0.281 0.095 -0.005 0.2331
C 1.614138 2.317101 2.487733 -1.490 -1.268 0.021 -0.2335
N 0.939586 3.526603 3.035885 0.553 2.258 -0.499 0.9404
O 1.716681 4.420342 3.451360 -2.036 -1.756 -0.458 -0.5702
O -0.288858 3.625072 2.873405 2.457 -0.134 0.699 -0.4992
H 2.166221 2.520246 1.570106 0.029 0.458 0.375 0.2090
H 0.764819 1.679166 2.243197 0.276 -0.150 -0.158 -0.1945
H 2.196147 1.769119 3.228732 0.149 0.615 0.073 0.2180
C 0.906187 -1.474752 4.471957 -0.928 0.427 0.729 -0.5634
N 0.239275 -0.550347 5.484993 -0.159 0.352 -0.528 0.9103
O 0.282533 -0.876405 6.641718 0.272 -0.243 0.439 -0.5491
O -0.355073 0.433734 5.075616 0.400 -0.176 -0.363 -0.5376
H 1.855486 -1.060436 4.132427 -0.154 -0.008 0.294 0.1514
H 0.199284 -1.495573 3.642526 0.261 -0.304 0.052 0.1724
H 0.979838 -2.394517 5.052218 0.281 -0.070 -0.589 0.3355
C 3.917272 0.108595 -4.941609 0.324 0.704 0.305 -0.6027
O 2.546119 0.072620 -4.539523 -1.150 0.460 2.297 -0.3573
P 2.141242 0.754263 -3.110950 -1.514 0.732 -1.430 0.4886
O 2.962292 0.316986 -1.920802 0.120 -0.159 -0.725 -0.1676
O 2.326292 2.341022 -3.463919 -0.750 -2.196 0.010 -0.3479
C 2.234502 3.323472 -2.437333 0.628 0.690 1.199 -0.4996
O 0.535112 0.467358 -2.980883 3.049 -0.122 -0.867 -0.2885
C -0.128379 0.180274 -1.754098 -0.588 0.818 2.088 -0.0427
H 3.992935 -0.268158 -5.961630 -0.132 0.116 0.213 0.2535
H 4.550096 -0.471179 -4.269676 -0.096 -0.361 -0.026 0.1534
H 4.252056 1.141938 -4.850994 0.197 0.026 -0.477 0.3319
H 1.765723 4.276491 -2.682463 -0.170 -0.401 -1.075 0.2882
H 3.263518 3.574797 -2.180288 -0.068 -0.030 0.375 0.2693
H 1.675964 3.008002 -1.556080 0.160 -0.470 0.033 0.1508
H 0.510643 -0.018224 -0.893657 0.667 -0.058 -0.379 -0.1167
H -0.862565 -0.624621 -1.719231 0.139 -0.209 -1.151 0.2626
H -0.667017 1.081766 -1.462055 -0.155 0.048 -0.256 0.2759
C -3.910502 0.861738 -2.810452 -0.648 -0.884 -0.044 -0.7157
O -3.481203 1.102187 -1.445732 0.004 -0.579 0.214 -0.2867
P -3.671927 -0.013892 -0.287842 -1.127 1.146 0.724 1.0052
O -3.136894 -1.368519 -0.534869 0.293 0.946 0.037 -0.6003
O -3.037514 0.800863 1.015791 -1.761 -1.557 -2.445 -0.4149
C -1.663072 0.603184 1.223494 0.743 0.166 0.923 -0.2629
O -5.278158 -0.014663 0.009227 2.256 -0.199 -0.891 -0.3706
C -5.636718 -0.576640 1.277039 -0.848 1.374 0.972 -0.6580
H -3.186907 0.317417 -3.417283 0.343 -0.114 0.458 0.2679
H -4.144278 1.761595 -3.379407 0.141 0.387 0.781 0.2872
H -4.817123 0.258379 -2.764832 -0.049 0.025 -0.194 0.3281
H -1.546689 0.626616 2.307007 0.366 0.197 -0.006 0.2703
H -1.114128 1.421048 0.756736 0.157 0.026 0.109 0.1161
H -1.274821 -0.357476 0.885122 -0.253 -0.083 -0.228 0.1502
H -4.900097 -1.239891 1.730474 -0.082 -0.094 -0.340 0.3105
H -6.646512 -0.986865 1.265880 0.314 -0.488 -0.598 0.2675
H -5.764492 0.323063 1.878962 0.280 -0.250 0.658 0.2776
```
Positions in Å, forces in eV/Å.



| no. | E_LUMO (eV) | orbital gap (eV) | highest occupied orbital energy (Eh) |
| --- | --- | --- | --- |
| 1 | -2.2 | 3.44 | -0.2084 |
| 2 | -0.2 | 4.67 | -0.1778 |
| 3 | -12.2 | 1.77 | -0.5141 |
| 4 | -5.1 | 7.38 | -0.4592 |